Record 1
DFT (ωB97M-V/def2-TZVPD) results for C44H62GeLiNO2PSSeSi3Te as an isolated structure.

Last column: Mulliken charge in e.
Geometry (Å):
1 Li 0.794 0.370 0.873  0.37
2 C 1.518 -0.445 -5.328  -1.22
3 Si 1.462 -0.597 -3.441  0.03
4 C 3.259 -0.573 -2.903  -0.73
5 C 0.803 -2.332 -3.148  0.44
6 Ge 0.273 1.077 -2.153  0.79
7 Si -1.928 0.999 -3.081  -0.05
8 C -2.611 -0.755 -2.996  -0.06
9 C -3.271 2.077 -2.353  -0.57
10 C -1.879 1.447 -4.918  -0.82
11 Si 1.038 3.153 -3.052  0.53
12 C 2.602 3.785 -2.234  -1.12
13 C 1.473 3.092 -4.891  -1.18
14 C -0.230 4.527 -2.873  -0.88
15 H 1.952 -1.367 -5.732  0.43
16 H 2.133 0.406 -5.648  0.27
17 H 0.518 -0.315 -5.765  0.26
18 H 3.835 -1.342 -3.436  0.44
19 H 3.332 -0.767 -1.824  -0.04
20 H 3.719 0.408 -3.102  0.24
21 H 1.609 -3.067 -3.243  0.47
22 H 0.009 -2.587 -3.866  0.42
23 H 0.396 -2.433 -2.133  -1.04
24 H -2.787 -1.031 -1.947  -0.56
25 H -1.910 -1.495 -3.411  0.03
26 H -3.564 -0.836 -3.537  0.50
27 H -3.416 1.853 -1.290  -0.28
28 H -4.216 1.903 -2.884  0.36
29 H -3.025 3.147 -2.411  0.27
30 H -1.139 0.848 -5.466  0.15
31 H -1.612 2.506 -5.051  0.15
32 H -2.865 1.279 -5.368  0.35
33 H 3.417 3.055 -2.319  0.22
34 H 2.432 3.968 -1.167  0.24
35 H 2.924 4.724 -2.704  0.41
36 H 2.410 2.543 -5.056  0.26
37 H 1.605 4.119 -5.254  0.38
38 H 0.693 2.607 -5.496  0.30
39 H -0.468 4.692 -1.812  0.15
40 H -1.177 4.280 -3.376  0.16
41 H 0.155 5.462 -3.297  0.42
42 C 0.326 0.490 4.356  -1.27
43 C 0.817 1.934 4.214  0.58
44 C -0.017 2.723 3.194  -0.99
45 C 2.308 2.017 3.925  0.38
46 C 3.082 2.701 4.858  -0.71
47 C 4.451 2.872 4.709  -1.31
48 C 5.035 2.354 3.561  -0.77
49 C 4.315 1.665 2.586  0.28
50 C 5.116 1.190 1.382  0.50
51 C 4.504 1.614 0.045  -1.33
52 C 5.370 -0.319 1.421  -1.32
53 C 2.903 1.445 2.748  0.01
54 O 2.192 0.764 1.882  -0.08
55 H -0.726 0.464 4.674  0.41
56 H 0.916 -0.051 5.104  0.43
57 H 0.419 -0.042 3.411  -0.05
58 H 0.673 2.415 5.184  0.61
59 H 0.029 2.275 2.209  -0.33
60 H 0.351 3.749 3.105  0.46
61 H -1.072 2.776 3.493  0.33
62 H 2.584 3.123 5.729  0.31
63 H 5.039 3.398 5.453  0.32
64 H 6.103 2.494 3.404  0.29
65 H 6.086 1.684 1.459  0.43
66 H 3.511 1.179 -0.073  0.05
67 H 5.133 1.282 -0.791  0.47
68 H 4.407 2.704 -0.004  0.35
69 H 4.434 -0.868 1.350  -0.05
70 H 5.863 -0.606 2.357  0.35
71 H 6.007 -0.629 0.580  0.41
72 O -0.891 -0.554 0.957  1.01
73 P -2.204 -1.076 1.439  1.35
74 C -2.128 -1.974 3.011  0.80
75 C -1.001 -2.774 3.211  -0.27
76 C -0.921 -3.587 4.333  -0.84
77 C -1.961 -3.607 5.257  -0.51
78 C -3.087 -2.820 5.054  -0.64
79 C -3.176 -2.009 3.928  -0.60
80 C -3.541 0.109 1.644  0.39
81 C -4.547 0.247 0.689  -0.91
82 C -5.570 1.167 0.889  -0.45
83 C -5.583 1.951 2.032  -0.70
84 C -4.564 1.840 2.972  -0.96
85 C -3.544 0.924 2.779  -0.17
86 C -2.836 -2.332 0.300  0.31
87 C -2.013 -2.750 -0.737  -0.49
88 C -2.451 -3.739 -1.614  -0.13
89 C -3.702 -4.312 -1.446  -0.75
90 C -4.521 -3.911 -0.390  -0.83
91 C -4.090 -2.926 0.483  -0.31
92 H -0.179 -2.744 2.494  -0.16
93 H -0.041 -4.205 4.480  0.48
94 H -1.892 -4.233 6.140  0.36
95 H -3.898 -2.833 5.774  0.39
96 H -4.056 -1.395 3.775  0.37
97 H -4.527 -0.357 -0.211  0.31
98 H -6.338 1.291 0.134  0.39
99 H -6.370 2.682 2.177  0.34
100 H -4.547 2.497 3.832  0.39
101 H -2.732 0.845 3.496  0.53
102 H -1.029 -2.293 -0.848  -0.19
103 H -1.799 -4.066 -2.417  0.54
104 H -4.046 -5.075 -2.135  0.41
105 H -5.493 -4.372 -0.250  0.40
106 H -4.723 -2.610 1.306  0.47
107 Se -2.871 4.834 0.469  -0.32
108 C -1.737 3.458 0.205  -0.47
109 N -0.978 2.603 -0.058  -0.23
110 Te 2.025 -2.397 0.734  -0.03
111 C 2.094 -4.210 -0.335  0.04
112 C 3.045 -4.634 -1.232  -0.51
113 C 2.808 -5.938 -1.780  -0.43
114 C 1.678 -6.519 -1.289  -0.61
115 S 0.914 -5.461 -0.166  -0.10
116 H 3.895 -4.010 -1.492  0.40
117 H 3.455 -6.418 -2.508  0.33
118 H 1.252 -7.490 -1.520  0.36

molar mass = 1070.39 g mol⁻¹
charge = -2
energy above the lowest of the compared OMol25 structures with the same formula, charge and spin = 150.8 kJ/mol
F_max = 1.3 eV/Å
⟨S²⟩ = 0.7531
gap between HOMO and LUMO (spin up / spin down) = 0.2012 / 0.1841 Ha
2S+1 = 2

=====

Record 2
DFT (ωB97M-V/def2-TZVPD) results for C44H63N4O4S2SeW as an isolated structure.

Last column: Mulliken charge in e.
Geometry (Å):
1 W -1.940 0.157 -0.510  0.92
2 C -3.619 2.521 -1.661  -1.08
3 N -3.023 2.210 -0.316  0.14
4 C -4.236 2.021 0.533  -1.41
5 C -2.137 3.338 0.169  -1.34
6 C -0.849 2.858 0.739  -0.41
7 N -0.227 1.853 -0.138  0.36
8 C 0.261 2.537 -1.373  -1.58
9 C 0.705 1.685 -2.492  -0.03
10 C 1.876 1.862 -3.210  -0.52
11 C 2.140 1.213 -4.434  -0.68
12 C 1.065 0.400 -4.882  -0.01
13 C -0.170 0.265 -4.258  -0.49
14 C -0.297 0.830 -2.980  0.62
15 O -1.500 0.728 -2.278  -0.06
16 C -1.249 -0.533 -4.985  1.88
17 C -1.441 -1.797 -4.170  -1.33
18 C -2.453 0.395 -5.047  -1.34
19 C -0.823 -0.985 -6.438  -2.14
20 C 3.301 1.564 -5.340  1.78
21 C 2.785 2.229 -6.620  -1.50
22 C 4.291 2.515 -4.668  -2.09
23 C 4.077 0.297 -5.693  -1.65
24 C 0.906 1.224 0.534  -1.17
25 C 0.569 0.723 1.940  0.84
26 C 1.579 0.901 2.880  -0.41
27 C 1.339 0.471 4.206  -0.71
28 C 0.112 -0.073 4.496  -0.22
29 C -0.967 -0.185 3.645  0.06
30 C -0.695 0.205 2.299  -0.03
31 O -1.720 0.075 1.382  0.66
32 C -2.342 -0.588 4.277  1.77
33 C -2.448 -2.147 4.296  -1.51
34 C -3.587 -0.036 3.546  -1.84
35 C -2.439 0.033 5.650  -2.11
36 C 2.423 0.755 5.344  1.84
37 C 2.238 2.243 5.780  -1.69
38 C 2.214 -0.184 6.535  -1.64
39 C 3.835 0.675 4.739  -1.82
40 H -4.289 3.370 -1.506  0.47
41 H -4.196 1.674 -1.944  0.39
42 H -2.826 2.743 -2.430  0.30
43 H -4.834 2.955 0.491  0.46
44 H -3.913 1.836 1.562  0.33
45 H -4.783 1.166 0.179  0.43
46 H -2.641 3.858 1.018  0.45
47 H -2.049 3.992 -0.698  0.54
48 H -0.862 2.467 1.806  0.42
49 H -0.120 3.722 0.751  0.52
50 H 1.090 3.227 -1.092  0.51
51 H -0.528 3.204 -1.715  0.72
52 H 2.514 2.658 -2.880  0.65
53 H 1.219 -0.013 -5.868  0.61
54 H -1.557 -1.514 -3.111  -0.01
55 H -0.572 -2.475 -4.265  0.26
56 H -2.346 -2.364 -4.484  0.46
57 H -2.884 0.534 -4.048  0.09
58 H -3.270 -0.026 -5.704  0.40
59 H -2.203 1.337 -5.479  0.36
60 H 0.005 -1.677 -6.310  0.47
61 H -0.576 -0.164 -7.136  0.36
62 H -1.642 -1.551 -6.891  0.43
63 H 2.050 2.997 -6.311  0.30
64 H 2.377 1.372 -7.259  0.32
65 H 3.575 2.631 -7.277  0.46
66 H 3.944 3.553 -4.531  0.33
67 H 5.188 2.557 -5.288  0.46
68 H 4.572 2.120 -3.651  0.40
69 H 3.485 -0.537 -6.057  0.27
70 H 4.661 -0.041 -4.817  0.35
71 H 4.794 0.483 -6.505  0.49
72 H 1.714 1.936 0.714  1.01
73 H 1.249 0.365 -0.021  -0.82
74 H 2.536 1.296 2.606  0.48
75 H -0.156 -0.437 5.454  0.45
76 H -2.479 -2.479 3.270  0.04
77 H -3.325 -2.428 4.858  0.57
78 H -1.611 -2.607 4.904  0.29
79 H -3.605 -0.326 2.528  0.17
80 H -3.615 1.049 3.795  0.47
81 H -4.514 -0.445 4.022  0.48
82 H -1.689 -0.335 6.304  0.61
83 H -3.437 -0.098 6.121  0.37
84 H -2.361 1.085 5.590  0.48
85 H 1.315 2.429 6.253  0.37
86 H 2.290 2.933 4.912  0.30
87 H 3.034 2.509 6.466  0.49
88 H 1.183 -0.033 6.930  0.35
89 H 2.904 0.060 7.343  0.45
90 H 2.346 -1.251 6.271  0.33
91 H 4.167 1.502 4.058  0.31
92 H 3.952 -0.250 4.242  0.44
93 H 4.549 0.714 5.570  0.48
94 O 2.011 -2.739 1.948  -0.63
95 C 2.449 -2.147 0.762  0.45
96 C 3.799 -1.616 0.743  -0.72
97 C 4.359 -1.220 -0.484  -0.78
98 C 3.551 -1.199 -1.640  -0.31
99 C 2.240 -1.441 -1.527  0.31
100 C 1.662 -1.940 -0.348  -0.14
101 C 0.216 -2.108 -0.208  0.47
102 O -0.544 -1.116 -0.709  0.57
103 N -0.280 -3.096 0.447  -0.87
104 N -1.698 -3.188 0.364  -0.31
105 C -2.098 -4.094 1.149  0.08
106 S -3.822 -4.424 1.310  -0.07
107 C -3.542 -6.115 2.101  -0.66
108 C -2.446 -5.848 3.113  -0.59
109 S -1.052 -4.994 2.243  -0.07
110 H 1.102 -3.178 1.841  0.34
111 H 4.476 -1.717 1.620  0.46
112 H 5.400 -1.019 -0.454  0.51
113 H 3.967 -0.872 -2.597  0.41
114 H 1.535 -1.239 -2.406  0.02
115 H -3.293 -6.863 1.323  0.32
116 H -4.517 -6.346 2.607  0.39
117 H -2.160 -6.781 3.519  0.51
118 H -2.854 -5.278 3.901  0.27
119 Se -3.845 -0.963 -0.856  -0.11

molar mass = 1038.95 g mol⁻¹
charge = +1
energy above the lowest of the compared OMol25 structures with the same formula, charge and spin = 110.5 kJ/mol
F_max = 3.3 eV/Å
gap between HOMO and LUMO = 0.2459 Ha